Record 1
The following is a DFT calculation (wB97M-V/def2-TZVPD) of a molecular structure, C41H62N4O3P2RuSe at a distorted geometry.

Element x y z (Å)
Ru 0.04870 1.01104 0.53600
C -4.94127 0.39142 0.37949
C -3.53934 0.48122 0.97873
C -3.09773 -0.90350 1.46359
P -2.22267 1.17226 -0.13771
C -2.52771 0.63461 -1.89158
C -1.26695 0.92955 -2.71357
C -3.73572 1.28934 -2.56067
C -2.39174 2.98122 -0.10703
C -3.58656 3.66639 -0.04620
C -3.62672 5.05956 0.08294
C -4.92462 5.79895 0.12614
C -2.41304 5.74516 0.21696
C -1.21013 5.09098 0.12573
C -1.16650 3.69553 -0.10114
N -0.00115 2.99746 -0.26825
C 1.14858 3.62046 -0.70663
C 1.13631 4.72177 -1.58887
C 2.30611 5.36655 -1.91345
C 3.53436 4.96924 -1.37079
C 4.79265 5.70656 -1.70233
C 3.55324 3.83276 -0.56169
C 2.39672 3.13021 -0.27333
P 2.35659 1.56030 0.63335
C 3.53843 0.44692 -0.26833
C 3.28937 0.57361 -1.77527
C 5.01129 0.62594 0.09294
C 3.05678 1.89789 2.30467
C 3.01373 0.60826 3.12804
C 2.28515 3.05099 2.95224
H -5.62709 0.08478 1.17036
H -4.98863 -0.35970 -0.40940
H -5.30450 1.33906 -0.00975
H -3.54929 1.17442 1.82425
H -3.17629 -1.64017 0.65810
H -3.73517 -1.23463 2.28426
H -2.07187 -0.89297 1.82180
H -2.68042 -0.44982 -1.83312
H -1.13301 2.00762 -2.83193
H -1.36111 0.49647 -3.71044
H -0.36399 0.52089 -2.25497
H -3.66147 2.37660 -2.52352
H -4.68086 0.98493 -2.11832
H -3.75519 0.99432 -3.61078
H -4.52381 3.12983 -0.09129
H -5.72360 5.23752 -0.35414
H -4.82966 6.77235 -0.35261
H -5.21897 5.97938 1.16373
H -2.42860 6.81011 0.41181
H -0.28817 5.63407 0.27646
H 0.20171 5.03249 -2.03609
H 2.27702 6.20616 -2.59684
H 4.63615 6.78427 -1.67168
H 5.10909 5.45884 -2.71876
H 5.60245 5.44424 -1.02486
H 4.49814 3.50290 -0.14857
H 3.24344 -0.56109 0.03851
H 3.69930 1.50517 -2.16520
H 2.22016 0.55258 -2.00669
H 3.76472 -0.25357 -2.30273
H 5.37733 1.62437 -0.14405
H 5.59943 -0.08488 -0.48873
H 5.19861 0.42492 1.14712
H 4.09585 2.20090 2.15094
H 1.98608 0.31027 3.32917
H 3.51613 0.75984 4.08346
H 3.51257 -0.21561 2.61186
H 1.20344 2.91195 2.87914
H 2.53387 4.00312 2.48312
H 2.53880 3.12073 4.01019
O -0.23803 0.22725 2.75369
N -0.92111 1.20891 3.22222
O -1.33016 1.21218 4.35096
O -1.13253 2.14934 2.40211
C 1.77555 -5.00791 -2.04929
C 1.18713 -4.41365 -3.33018
C 0.59509 -3.01426 -3.14451
C -0.77706 -2.95353 -2.47361
N -0.84561 -3.44211 -1.09545
C -0.44393 -2.78945 0.00968
Se 0.67814 -1.27264 -0.00979
N -0.77019 -3.50507 1.09694
C -0.51806 -3.14477 2.49092
C 0.41654 -4.10122 3.24013
C 1.90767 -3.89198 2.96361
C 2.37054 -4.40465 1.60060
C -1.44573 -4.64549 0.68887
C -2.04446 -5.67385 1.40982
C -2.65537 -6.67268 0.68037
C -2.66188 -6.65819 -0.72140
C -2.08258 -5.63197 -1.43883
C -1.48468 -4.61208 -0.70580
H 2.36258 -5.89714 -2.27573
H 1.00150 -5.30096 -1.33845
H 2.43546 -4.28478 -1.56367
H 0.43704 -5.09136 -3.74769
H 1.98379 -4.33114 -4.07128
H 0.46140 -2.54636 -4.12285
H 1.30410 -2.40393 -2.58243
H -1.48204 -3.55019 -3.04952
H -1.12979 -1.92001 -2.47786
H -1.48551 -3.11043 2.99526
H -0.08841 -2.14561 2.50764
H 0.15138 -5.13866 3.02471
H 0.23269 -3.93053 4.30212
H 2.46600 -4.42044 3.73788
H 2.14269 -2.82748 3.06387
H 2.05270 -5.43756 1.44392
H 3.45876 -4.37962 1.53607
H 1.97912 -3.79752 0.78454
H -2.03531 -5.69251 2.49063
H -3.13761 -7.48901 1.19986
H -3.13087 -7.47530 -1.25187
H -2.08779 -5.63691 -2.52006

Properties
HOMO energy (spin up / spin down), eV: -13.036 / -13.569
2S+1: 5
Charge: +2
Kohn-Sham gap (spin up / spin down), eV: 7.45 / 5.93
<S²>: 6.060

Here are the Löwdin charges for atoms 1 to 4, given in e: atom 1 (Ru): 0.854, atom 2 (C): -0.091, atom 3 (C): -0.488, atom 4 (C): -0.111

---

Record 2
The following is a DFT calculation (wB97M-V/def2-TZVPD) of a single C2H2N6 molecule at a distorted geometry.

Element x y z (Å)
C 1.06235 -0.17516 -0.12021
C -0.89188 -1.14862 -0.51665
H 2.07427 0.14459 1.35089
H -1.63496 -1.93027 -0.75030
N 1.48692 -0.72850 1.04549
N 0.33618 -0.91120 -0.88042
N -1.47358 -0.41169 0.54968
N -1.06870 0.84597 0.73093
N -0.29835 1.46694 -0.24257
N 0.80866 1.12824 -0.74302

Properties
HOMO energy, eV: -10.251
Energy relative to the best compared isomer or geometry (same formula, charge and spin), kJ/mol: 360.1
SMILES: [H]/N=c1/ncnnnn1
Kohn-Sham gap, eV: 8.56

Here are the natural (NBO) charges for atoms 1 to 4, given in e: atom 1 (C): 0.443, atom 2 (C): 0.225, atom 3 (H): 0.335, atom 4 (H): 0.228

---

Record 3
The following is a DFT calculation (wB97M-V/def2-TZVPD) of 5 unconnected molecules or ions with the total composition C26H49IN3O15 at a distorted geometry.

Element x y z (Å)
C 7.24015 -3.55164 0.82776
C 6.09694 -3.41718 -0.12391
C 4.92282 -4.33257 0.09120
N 6.16215 -2.58578 -1.08884
C 5.28442 -1.57884 -1.49051
O 4.17628 -2.11043 -2.22997
C 3.04492 -1.26829 -2.50018
C 1.89516 -1.55108 -1.54371
N 0.61659 -1.28739 -2.17509
C -0.50506 -2.01043 -1.57380
C -1.29518 -1.13168 -0.60562
C -2.20749 -0.13186 -1.30482
O -0.33981 -0.45558 0.22340
C 6.03528 -0.73572 -2.49391
N 6.19059 0.47005 -2.11284
C 5.72042 0.69971 -0.72665
C 5.27732 2.10860 -0.33833
C 3.79397 2.37510 -0.50407
O 3.05602 1.69540 -1.13472
I 3.12846 4.15701 0.46563
C 4.91171 -0.57398 -0.37863
H 7.35228 -4.57285 1.18966
H 8.16531 -3.17988 0.39759
H 6.95831 -2.95340 1.70217
H 4.25747 -4.29242 -0.76608
H 5.26223 -5.34572 0.29471
H 4.34991 -3.97783 0.95621
H 3.32201 -0.21144 -2.51888
H 2.72182 -1.52958 -3.51024
H 1.98806 -2.61150 -1.25710
H 1.94521 -0.96190 -0.62568
H 0.64045 -1.54074 -3.15491
H -1.16763 -2.33366 -2.37746
H -0.17875 -2.91290 -1.04012
H -1.89175 -1.80564 0.01925
H -3.00220 0.16809 -0.61959
H -2.66627 -0.57865 -2.18633
H -1.63436 0.75345 -1.57659
H -0.71996 -0.34457 1.09986
H 6.34637 -1.13746 -3.44926
H 6.62442 1.18921 -2.68134
H 6.64079 0.57066 -0.14518
H 5.59859 2.32605 0.67705
H 5.76747 2.84023 -0.98988
H 5.29334 -0.85765 0.59937
H 3.84439 -0.42153 -0.26223
C -5.22098 1.19478 4.78136
O -4.19158 1.20735 3.78187
C -4.25124 2.23878 2.94185
O -5.07033 3.11918 2.95292
O -3.24187 2.12978 2.07856
C -3.18359 3.17210 1.09583
H -5.04277 0.30506 5.37811
H -5.15338 2.08067 5.40888
H -6.20339 1.14180 4.31700
H -3.06177 4.15116 1.55514
H -4.08200 3.17016 0.48136
H -2.32003 2.94257 0.47811
C 0.18015 -0.25293 -6.82478
O -0.12765 -1.61760 -6.52400
C 0.04417 -2.45341 -7.55395
O 0.42707 -2.14240 -8.65001
O -0.27770 -3.68011 -7.15150
C -0.14765 -4.68585 -8.16599
H 0.00372 0.30441 -5.90880
H 1.22319 -0.14929 -7.11968
H -0.46283 0.12846 -7.61492
H 0.88210 -4.74853 -8.51150
H -0.80480 -4.46775 -9.00486
H -0.44161 -5.61829 -7.69490
C -3.66336 -2.21371 3.39535
O -4.20456 -3.35158 4.07060
C -3.59411 -3.64513 5.21959
O -2.66291 -3.04480 5.69250
O -4.18922 -4.70963 5.74928
C -3.63520 -5.13857 6.99866
H -4.24990 -2.09421 2.48877
H -3.75210 -1.31972 4.00674
H -2.61816 -2.38288 3.13886
H -3.72250 -4.35222 7.74554
H -2.59034 -5.41722 6.87776
H -4.21942 -6.00292 7.29765
C -2.98095 9.57609 2.89193
O -4.13877 8.98015 3.48169
C -4.61468 7.92529 2.81890
O -4.14758 7.46432 1.80708
O -5.68281 7.47281 3.46544
C -6.31050 6.33884 2.85109
H -2.71768 10.40904 3.53650
H -2.16037 8.86193 2.85160
H -3.20328 9.93654 1.88940
H -5.62194 5.49957 2.79619
H -6.66848 6.59556 1.85574
H -7.14956 6.08057 3.48959

Properties
HOMO energy, eV: -11.021
Charge: +1
Kohn-Sham gap, eV: 7.32

Here are the Löwdin charges for atoms 1 to 4, given in e: atom 1 (C): -0.015, atom 2 (C): -0.349, atom 3 (C): 0.001, atom 4 (N): 0.165